1.
Below is one molecule with the formula C4H4O4, with properties calculated with ωB97M-V with the def2-TZVPD basis set.

Last column: natural (NBO) charge in e.
Positions of all 12 atoms, in Å:
O  -1.866  0.988  -1.680  -0.51
O  -0.746  0.435  2.608  -0.49
O  1.286  0.152  -0.309  -0.50
O  -1.285  0.702  0.387  -0.51
C  0.789  -0.426  0.954  -0.20
C  -0.460  0.285  1.452  0.78
C  -1.016  0.574  -0.934  0.76
C  0.317  -0.038  -1.283  -0.18
H  0.586  -1.465  0.748  0.21
H  0.639  0.231  -2.275  0.24
H  1.624  -0.267  1.612  0.24
H  0.134  -1.170  -1.280  0.18

The value obtained for the relative energy (zero: lowest compared OMol25 entry of this formula, charge and spin) is 28.8 kcal/mol. The structure (SMILES) is O=C1COCC(=O)O1.


2.
Below is one molecule with the formula C8H13N3O, with properties calculated with ωB97M-V with the def2-TZVPD basis set.

Last column: natural (NBO) charge in e.
Positions of all 25 atoms, in Å:
O  1.148  -2.442  0.296  -0.59
N  0.406  -1.903  2.379  -0.81
N  -0.286  1.516  1.185  -0.32
N  0.492  1.559  2.348  -0.21
C  0.062  0.602  0.385  0.35
C  -1.211  -0.959  -1.212  -0.60
C  -0.591  0.414  -0.935  -0.13
C  -1.618  1.500  -1.214  -0.62
C  1.320  -0.156  0.952  -0.47
C  0.620  0.588  -1.865  -0.60
C  1.415  0.659  2.229  0.07
C  0.952  -1.601  1.157  0.70
H  0.216  0.773  -2.851  0.22
H  -0.434  -1.588  -1.693  0.23
H  2.133  -0.012  0.326  0.27
H  -0.179  -2.690  2.351  0.39
H  -1.780  -1.338  -0.383  0.22
H  -2.544  1.245  -1.682  0.22
H  -1.980  -0.879  -2.027  0.21
H  2.170  0.536  2.874  0.19
H  -1.693  2.083  -0.309  0.25
H  -1.185  2.216  -1.880  0.21
H  0.072  -1.240  2.984  0.39
H  1.101  -0.333  -1.708  0.21
H  1.394  1.450  -1.707  0.22

The value obtained for the relative energy (zero: lowest compared OMol25 entry of this formula, charge and spin) is 53.8 kcal/mol. The structure (SMILES) is CC(C)(C)C1=NN=C[C@H]1C(N)=O.


3.
Below is one molecule with the formula C5H9ClN2, with properties calculated with ωB97M-V with the def2-TZVPD basis set.

Last column: natural (NBO) charge in e.
Positions of all 17 atoms, in Å:
Cl  -2.085  0.559  -1.061  -0.05
N  2.345  -0.615  -0.851  -0.71
N  0.967  -1.165  -0.415  -0.23
C  0.921  1.170  -0.090  -0.29
C  0.188  2.283  0.251  -0.37
C  -1.838  -1.675  0.326  -0.62
C  0.228  -0.235  0.020  0.19
C  -1.290  -0.245  0.313  -0.23
H  -2.757  -1.546  0.807  0.22
H  -1.104  -2.222  0.988  0.23
H  -0.868  2.474  0.578  0.21
H  -1.470  0.511  1.155  0.24
H  0.792  3.243  0.579  0.20
H  3.055  -1.448  -0.793  0.37
H  1.873  0.940  -0.698  0.26
H  2.891  -0.062  -0.278  0.35
H  -1.849  -1.968  -0.830  0.25

The value obtained for the relative energy (zero: lowest compared OMol25 entry of this formula, charge and spin) is 118.6 kcal/mol. The structure (SMILES) is C=C/C(=N\N)[C@H](C)Cl.


4.
Below is C23H44B2F4N5O4Si4TeTi as an isolated structure, with properties calculated with ωB97M-V with the def2-TZVPD basis set.

Last column: Mulliken charge in e.
Positions of all 88 atoms, in Å:
Te  0.282  -1.820  0.615  -0.62
Ti  0.169  -0.485  -1.796  -1.22
Si  1.540  1.595  2.455  0.32
Si  -1.720  -0.229  3.746  1.06
Si  0.382  -0.431  2.683  0.04
Si  1.790  -1.837  3.940  0.80
F  2.947  -2.135  -1.743  -0.29
F  -3.348  2.022  -0.512  -0.30
F  3.651  -2.444  -3.931  -0.39
F  -1.928  0.772  0.776  0.12
O  -1.107  2.083  -1.007  -0.50
O  2.822  -0.386  -3.294  -0.67
O  -2.717  -0.043  -1.313  -0.58
O  1.399  -2.527  -3.485  -0.54
N  0.337  -2.087  -2.721  0.79
N  -1.172  0.083  -3.036  -0.24
N  1.952  0.340  -2.586  1.93
N  -1.779  -0.715  -2.106  1.89
N  0.097  1.553  -1.257  1.12
C  2.360  2.061  4.090  -1.23
C  -1.605  -0.861  5.525  -1.16
C  -0.876  -4.070  -3.589  -1.86
C  3.447  -1.985  3.062  -0.98
C  -2.963  -1.297  2.838  -0.96
C  -2.026  -2.080  -2.548  0.19
C  1.065  2.302  -1.638  0.36
C  1.012  -3.544  4.083  -1.02
C  2.213  1.559  -2.255  0.11
C  -1.796  0.602  -4.152  -0.01
C  -2.935  1.735  -6.439  -0.50
C  -0.892  -2.724  -2.933  0.17
C  0.439  3.043  1.998  -0.81
C  2.924  1.378  1.193  -0.53
C  -3.185  0.635  -4.303  -0.14
C  -3.738  1.192  -5.445  -1.01
C  0.989  3.789  -1.686  -1.84
C  -0.984  1.148  -5.152  -0.36
C  3.507  2.222  -2.576  -1.87
C  -1.554  1.711  -6.280  -0.81
C  2.153  -1.249  5.698  -1.09
C  -2.339  1.541  3.886  -1.20
C  -3.437  -2.537  -2.685  -1.76
B  -2.275  1.165  -0.503  0.07
B  2.697  -1.941  -3.084  0.63
H  0.071  -4.564  -3.387  0.42
H  -2.637  -2.341  2.838  0.26
H  -0.865  -0.306  6.106  0.23
H  -4.816  1.216  -5.550  0.36
H  4.002  -1.044  3.127  0.22
H  -3.815  0.259  -3.509  0.62
H  3.385  2.932  -3.398  0.33
H  -3.493  -3.624  -2.680  0.52
H  1.259  -1.270  6.323  0.30
H  3.290  2.345  0.829  0.24
H  4.061  -2.768  3.517  0.39
H  -2.395  2.020  2.905  0.24
H  -3.890  -2.175  -3.613  0.24
H  2.825  3.048  3.997  0.40
H  0.266  4.145  -0.956  0.33
H  2.558  -0.234  5.720  0.27
H  -0.223  2.833  1.160  0.00
H  2.896  -1.916  6.147  0.38
H  1.639  2.106  4.911  0.32
H  -0.974  -3.976  -4.672  0.22
H  3.311  -2.223  2.005  0.24
H  -1.692  2.134  4.538  0.28
H  -3.376  2.173  -7.325  0.38
H  0.804  -3.957  3.095  0.28
H  1.963  4.236  -1.491  0.47
H  4.232  1.468  -2.871  0.47
H  3.874  2.769  -1.707  0.36
H  -0.913  2.124  -7.050  0.39
H  3.139  1.345  4.366  0.22
H  -2.575  -0.747  6.019  0.37
H  0.654  4.111  -2.676  0.33
H  1.671  -4.235  4.616  0.38
H  -4.034  -2.160  -1.854  0.31
H  -3.341  1.541  4.328  0.40
H  -1.332  -1.920  5.557  0.28
H  1.032  3.936  1.774  0.45
H  -3.037  -0.974  1.799  0.04
H  -3.951  -1.240  3.303  0.38
H  0.063  -3.490  4.627  0.23
H  -1.692  -4.688  -3.220  0.50
H  0.092  1.099  -5.032  0.34
H  3.764  0.853  1.654  0.40
H  2.606  0.774  0.342  -0.28
H  -0.201  3.279  2.855  0.38

The charge is -1. The value obtained for the relative energy (zero: lowest compared OMol25 entry of this formula, charge and spin) is 39.8 kcal/mol.


5.
Below is C14H43O8V as an isolated structure, with properties calculated with ωB97M-V with the def2-TZVPD basis set.

Last column: natural (NBO) charge in e.
Positions of all 66 atoms, in Å:
V  -2.025  1.569  0.791  0.80
O  -2.899  1.549  -1.284  -0.73
O  -0.984  3.461  0.170  -0.77
O  5.579  0.212  -1.248  -0.73
O  -0.408  0.300  0.458  -1.29
O  -3.653  -2.375  0.293  -0.73
O  -1.413  2.051  2.897  -0.77
O  1.027  -0.740  2.431  -0.77
O  0.863  -0.686  -1.804  -0.76
C  1.261  -2.446  -3.354  -0.62
C  -2.387  -3.027  0.509  -0.06
C  -2.133  -3.887  -0.786  -0.64
C  3.686  1.175  -0.150  -0.62
C  -4.192  -0.293  -2.039  -0.64
C  -2.861  0.327  -1.896  -0.08
C  -0.009  3.381  -0.879  -0.08
C  1.840  -2.806  3.510  -0.63
C  1.406  -2.089  2.192  -0.06
C  -0.015  2.205  2.993  -0.07
C  0.277  3.586  3.568  -0.62
C  0.945  -2.075  -1.897  -0.06
C  4.335  -0.134  -0.716  -0.06
C  -0.491  4.304  -1.958  -0.64
H  5.870  -0.484  -1.843  0.47
H  0.014  2.357  -1.251  0.21
H  -0.101  4.178  -2.968  0.23
H  0.562  -2.586  1.713  0.15
H  -0.174  4.328  2.908  0.19
H  0.411  1.486  3.693  0.19
H  2.245  -2.140  1.497  0.15
H  1.206  -2.403  4.300  0.21
H  -0.019  -2.474  -1.583  0.16
H  2.889  -2.604  3.730  0.21
H  0.567  0.248  0.449  0.45
H  -1.564  -2.342  0.712  0.20
H  -1.575  4.339  -2.061  0.21
H  0.997  3.617  -0.532  0.18
H  4.474  -0.887  0.060  0.15
H  -0.159  5.273  -1.584  0.20
H  -4.808  0.193  -2.796  0.19
H  -4.813  -0.137  -1.157  0.23
H  0.396  -0.443  -1.001  0.50
H  -4.347  -3.030  0.186  0.46
H  2.186  -1.955  -3.656  0.21
H  -2.056  -3.311  -1.708  0.21
H  -1.019  4.373  0.467  0.49
H  2.691  0.984  0.252  0.20
H  3.700  -0.551  -1.497  0.17
H  -3.270  2.145  -1.939  0.49
H  1.681  -3.883  3.461  0.21
H  -1.717  1.742  3.753  0.50
H  -2.927  -4.623  -0.908  0.20
H  -2.294  0.352  -2.827  0.17
H  -1.251  -4.500  -0.599  0.21
H  0.455  2.079  2.018  0.19
H  1.408  -3.517  -3.498  0.20
H  -4.214  -1.374  -2.178  0.23
H  3.692  1.936  -0.931  0.21
H  0.374  -0.508  1.765  0.49
H  1.340  3.826  3.570  0.21
H  -2.539  -3.700  1.353  0.16
H  1.664  -2.458  -1.172  0.15
H  0.455  -2.164  -4.032  0.21
H  -2.255  -0.259  -1.205  0.20
H  -0.168  3.704  4.556  0.20
H  4.245  1.612  0.678  0.21

The value obtained for the relative energy (zero: lowest compared OMol25 entry of this formula, charge and spin) is 15.8 kcal/mol. Its expectation value of S² is 6.003. As for the spin multiplicity: 5.


6.
Below is one molecule with the formula C10H17N6O5P, with properties calculated with ωB97M-V with the def2-TZVPD basis set.

Last column: natural (NBO) charge in e.
Positions of all 39 atoms, in Å:
P  -2.830  -4.952  0.844  2.35
O  -3.192  -5.075  2.379  -0.99
O  -1.414  3.502  -2.906  -0.57
O  2.081  0.216  1.502  -0.54
O  -2.824  -6.361  0.424  -1.15
O  -4.010  -4.188  0.086  -0.97
N  0.127  2.135  -0.533  -0.18
N  0.137  5.044  -2.833  -0.60
N  2.083  3.133  0.106  -0.22
N  2.115  4.798  -1.577  -0.54
N  1.198  2.157  0.323  -0.03
N  2.053  6.452  -3.000  -0.79
C  0.543  -1.484  0.482  -0.43
C  1.413  5.381  -2.473  0.59
C  -0.392  3.881  -2.392  0.64
C  1.196  1.362  1.552  0.09
C  -1.311  -4.079  0.590  -0.84
C  0.454  -2.507  1.644  -0.40
C  1.878  -0.727  0.406  -0.07
C  0.284  3.170  -1.325  -0.07
C  -0.939  -3.146  1.745  -0.39
C  1.550  3.707  -0.956  0.27
H  -0.353  5.483  -3.609  0.43
H  1.529  2.039  2.346  0.22
H  1.895  -0.196  -0.544  0.18
H  -1.395  -3.501  -0.319  0.26
H  -1.672  -2.339  1.788  0.20
H  1.228  -3.264  1.509  0.20
H  2.921  6.653  -2.513  0.42
H  -1.016  -3.660  2.727  0.22
H  0.490  -2.046  -0.459  0.21
H  -3.232  -6.034  2.343  0.52
H  0.631  -1.964  2.590  0.21
H  1.462  7.244  -3.244  0.38
H  2.719  -1.454  0.371  0.20
H  -0.323  -0.809  0.523  0.21
H  -4.756  -4.794  0.154  0.51
H  0.179  1.025  1.818  0.20
H  -0.506  -4.800  0.431  0.26

The value obtained for the relative energy (zero: lowest compared OMol25 entry of this formula, charge and spin) is 3.4 kcal/mol. The structure (SMILES) is Nc1nc2nn(COCCCCCP(=O)(O)O)nc2c(=O)[nH]1.